ORCA calculation (wB97M-V/def2-TZVPD) on a 2-piece molecular cluster, C5H6F2 overall.

Geometry (Å):
C -1.8213 0.3563 0.3329
C 0.9307 2.2417 1.7871
C -0.9791 -0.4711 1.2396
C -0.3504 0.5156 0.3226
C 0.5196 0.1341 -0.8440
F 1.7032 1.3091 2.3211
F 0.0342 2.5192 2.7241
H -1.0321 -0.2750 2.3026
H -0.8819 -1.5282 1.0239
H 0.0457 1.4888 0.7839
H 1.5720 0.2223 -0.5751
H 0.3192 0.7804 -1.6974
H 0.3184 -0.8976 -1.1322

## Properties
**LUMO level**: -1.1 eV
**Charge**: 0
**Highest occupied orbital energy**: -0.3331 Eh
**Energy relative to the best compared isomer or geometry (same formula, charge and spin)**: 140.7 kcal/mol
**Molecular weight**: 104.099 Da

ORCA calculation (wB97M-V/def2-TZVPD) on one molecule with the formula C5H6F2.

Geometry (Å):
C -0.3529 -1.0005 -0.2113
C -0.2529 0.0214 0.5923
C 0.1785 -0.4696 -1.5373
C 0.9462 0.7501 -1.0312
C -0.5316 0.3913 1.9879
F 0.8684 -1.2869 -2.4351
F 0.7399 1.8506 -1.5884
H -0.8578 -1.9493 -0.0180
H -0.7533 -0.0794 -2.1898
H 1.9345 0.5236 -0.5965
H -1.6591 0.3745 2.0721
H 0.0309 1.3127 2.2246
H -0.2907 -0.4385 2.7308

## Properties
**LUMO level**: 0.8 eV
**Charge**: 0
**Highest occupied orbital energy**: -0.3240 Eh
**Energy relative to the best compared isomer or geometry (same formula, charge and spin)**: 65.6 kcal/mol
**Molecular weight**: 104.099 Da

ORCA calculation (wB97M-V/def2-TZVPD) on one molecule with the formula C5H6F2O4.

Geometry (Å):
O -0.1402 1.9901 1.0401
O 0.9467 -1.4374 -0.6109
F -0.9808 0.6693 -1.7986
F -1.2620 -3.3453 1.6131
O 0.9235 1.6149 -1.0095
O -0.4713 -1.1556 1.2871
C 0.6335 1.3553 0.3367
C 0.6982 -0.9533 0.5270
C -0.2078 1.8161 -1.8598
C -1.3208 -2.1626 0.7949
C 1.4613 0.2733 0.9268
H -0.7050 2.6469 -1.3193
H 0.0336 2.3080 -2.8708
H -1.0029 -2.5436 -0.2399
H -2.3826 -1.7632 0.6382
H 1.3427 0.4172 2.0268
H 2.4338 0.2699 0.5181

## Properties
**LUMO level**: 0.2 eV
**Charge**: 0
**Highest occupied orbital energy**: -0.4044 Eh
**SMILES**: O=C(CC(=O)OCF)OCF
**Molecular weight**: 168.095 Da

ORCA calculation (wB97M-V/def2-TZVPD) on C5H6F6MnO6SV as an isolated structure.

Geometry (Å):
O 15.7493 1.0092 8.7755
V 14.5854 0.1833 9.2830
Mn 11.1108 1.6762 7.8677
F 12.8878 -1.0469 9.8824
F 11.4004 -0.2527 7.2506
F 12.9790 1.6166 8.7535
C 13.4755 2.8412 12.9485
F 13.0783 2.9281 14.2051
F 12.7930 3.6829 12.1522
F 14.7487 3.2606 12.8858
S 13.3425 1.0215 12.4058
O 13.7630 0.2971 13.5840
O 11.9503 0.7779 12.0137
O 14.3008 0.9266 11.2874
O 17.0676 6.3045 8.1454
C 16.0599 5.6670 8.0001
O 15.9935 4.5417 7.2459
C 14.6565 4.1509 7.0434
C 13.7952 4.9189 8.0535
C 14.7425 6.0719 8.5272
H 14.5754 3.0724 7.1762
H 14.4463 4.3137 5.9826
H 13.2806 4.3326 8.8141
H 12.9336 5.4668 7.6565
H 14.7642 6.0799 9.6158
H 14.6141 7.0786 8.1330

## Properties
**LUMO level (alpha / beta)**: -3.7 / -3.7 eV
**⟨S²⟩**: 12.020
**Charge**: 0
**Highest occupied orbital energy (alpha / beta)**: -0.3678 / -0.3682 Eh
**2S+1**: 7
**Molecular weight**: 414.034 Da

ORCA calculation (wB97M-V/def2-TZVPD) on one molecule with the formula C5H6FN.

Geometry (Å):
C -1.3866 1.1352 0.7173
C -0.3596 0.2417 0.1482
C 1.6463 -0.4009 -0.6619
C 0.8789 -1.5239 -0.6284
C -0.3650 -1.1154 -0.1174
H -1.6851 1.9333 0.0163
H -2.2788 0.5489 0.8890
H -1.1015 1.6169 1.6927
H 1.2849 1.6137 -0.0519
H 2.6896 -0.2725 -0.9720
H 1.1935 -2.5419 -0.9304
N 0.9159 0.6508 -0.1958
F -1.4325 -1.8858 0.0945

## Properties
**LUMO level**: 1.0 eV
**Charge**: 0
**Highest occupied orbital energy**: -0.2964 Eh
**SMILES**: Cc1[nH]ccc1F
**Energy relative to the best compared isomer or geometry (same formula, charge and spin)**: 0.6 kcal/mol
**Molecular weight**: 99.108 Da

ORCA calculation (wB97M-V/def2-TZVPD) on one molecule with the formula C5H6FNO.

Geometry (Å):
C 1.1440 -0.0744 -1.9457
C 0.4157 -0.3473 -0.6227
C -0.4690 -0.2769 1.9918
C -1.0754 0.5637 0.9091
C -0.6765 0.6109 -0.3461
H 2.2508 -0.4472 -2.0001
H 1.3889 1.1700 -2.1028
H 0.5896 -0.5164 -2.9057
H 0.3570 0.1610 2.7430
H -1.5398 -0.4779 2.4717
H -1.2618 1.1678 -0.9805
N 0.7702 -1.3264 0.0473
O -0.0345 -1.5437 1.2885
F -1.8591 1.3369 1.4520

## Properties
**LUMO level**: 0.8 eV
**Charge**: 0
**Highest occupied orbital energy**: -0.3431 Eh
**SMILES**: CC1=NOCC(F)=C1
**Energy relative to the best compared isomer or geometry (same formula, charge and spin)**: 128.5 kcal/mol
**Molecular weight**: 115.107 Da

ORCA calculation (wB97M-V/def2-TZVPD) on one molecule with the formula C5H6FNO.

Geometry (Å):
C -1.6067 1.7852 0.1148
C -0.6479 0.6473 -0.1289
C 1.4485 -0.1972 0.0717
C 0.5240 -1.3564 -0.0976
C -0.7850 -0.6223 -0.1515
H -1.2946 2.6680 -0.4771
H -1.8646 2.0933 1.2842
H -2.6599 1.4582 -0.5887
H 0.5099 -2.5570 0.2732
H -1.9191 -2.4720 -0.1406
H -2.8611 -0.9203 -0.2039
N -1.9498 -1.4614 0.1683
O 0.7258 0.9338 -0.0991
F 2.7037 0.1055 0.0685

## Properties
**LUMO level**: 0.8 eV
**Charge**: 0
**Highest occupied orbital energy**: -0.3044 Eh
**SMILES**: Cc1oc(F)cc1N
**Energy relative to the best compared isomer or geometry (same formula, charge and spin)**: 104.4 kcal/mol
**Molecular weight**: 115.107 Da

ORCA calculation (wB97M-V/def2-TZVPD) on one molecule with the formula C5H6FNO.

Geometry (Å):
C 0.8470 0.5026 0.1306
C 1.5695 -0.9415 0.2173
C -0.4810 0.8005 0.2259
C -1.6251 0.0744 0.5840
C -2.7062 0.0891 -0.4431
H 0.8053 -1.8727 0.2394
H -0.6203 1.8268 -0.3561
H -1.9759 -0.2667 1.5363
H -2.3789 0.7347 -1.4023
H -3.7325 0.3587 0.0898
H -1.2546 -1.5363 -0.8406
N -1.8983 -1.0774 -0.1071
O 2.6753 -1.1776 -0.2089
F 1.7131 1.6185 -0.1260

## Properties
**LUMO level**: -0.4 eV
**Charge**: 0
**Highest occupied orbital energy**: -0.3516 Eh
**SMILES**: O=C/C(F)=C\[C@H]1CN1
**Energy relative to the best compared isomer or geometry (same formula, charge and spin)**: 136.6 kcal/mol
**Molecular weight**: 115.107 Da

ORCA calculation (wB97M-V/def2-TZVPD) on one molecule with the formula C5H6FNS.

Geometry (Å):
C -0.2516 0.4087 0.3958
C 0.8207 -0.6043 0.6413
C 1.7173 -0.7056 -0.5375
C -1.7348 0.1730 -0.1052
C -2.0673 -1.0467 -0.5044
H 2.4576 1.9523 1.0704
H 0.8700 -1.0197 1.7956
H 1.3760 -0.1420 -1.6479
H 2.5301 -1.5876 -0.9574
H -1.4389 -1.8142 -0.6032
H -2.9934 -1.1915 -1.1174
N -0.1090 1.6208 0.4462
F -2.4228 1.3130 -0.0949
S 1.2462 2.6439 1.2186

## Properties
**LUMO level**: 0.2 eV
**Charge**: 0
**Highest occupied orbital energy**: -0.3344 Eh
**SMILES**: C=C/C(=N\S)C(=C)F
**Energy relative to the best compared isomer or geometry (same formula, charge and spin)**: 117.1 kcal/mol
**Molecular weight**: 131.175 Da

no.,strongest force on any atom (eV/Å)
1,1.8
2,7.6
3,4.8
4,8.1
5,1.6
6,6.9
7,8.1
8,6.4
9,6.2